[1]
This record from the Open Molecules 2025 dataset describes a cluster of 2 separate species, C2H5O3 in total. The level of theory is ωB97M-V with the def2-TZVPD basis set.

The geometry in XYZ format:
```
10
Properties=species:S:1:pos:R:3:forces:R:3
C 0.964 -1.744 2.164 -1.9580 0.4559 1.2485
O -0.235 -1.225 1.553 1.4147 -0.3133 0.0365
H 0.707 -2.770 2.424 0.3685 -0.3802 -0.2038
H 1.843 -1.722 1.510 -0.0735 0.2522 0.4006
H 1.054 -1.263 3.202 0.6662 -0.2103 -1.4921
O -0.438 1.665 -2.520 -0.5021 -0.6781 1.0221
C -0.073 1.066 -1.489 1.5986 0.2470 1.0938
O -0.578 0.763 -0.362 -0.8669 0.3036 -1.1807
H 1.034 0.799 -1.401 0.0272 -0.0200 -0.8750
H 0.023 -0.598 0.847 -0.6747 0.3433 -0.0499
```
Forces are in eV/Å.

HOMO: -3.95 eV
Net charge: -1
Kohn-Sham gap: 7.794 eV
LUMO level: 3.84 eV



[2]
This record from the Open Molecules 2025 dataset describes the molecule C6H11N. The level of theory is ωB97M-V with the def2-TZVPD basis set.

The geometry in XYZ format:
```
18
Properties=species:S:1:pos:R:3:forces:R:3
C -2.416 0.029 -0.988 -0.5960 -0.0670 0.0277
C -1.372 -0.208 0.101 -0.2657 0.1428 0.0189
C 0.061 -0.323 -0.398 -0.1091 -0.0292 -0.0485
C 1.084 -0.076 0.712 0.0435 -0.0195 0.0506
C 2.511 -0.205 0.199 0.2169 -0.0760 0.0188
C 0.859 1.256 1.277 -0.6481 1.1499 0.3166
N 0.544 2.302 1.658 0.5301 -0.9079 -0.2556
H -3.311 0.476 -0.507 0.3003 -0.4752 -0.4803
H -2.150 0.688 -1.833 0.3131 -0.1345 0.5807
H -2.658 -0.945 -1.418 -0.3655 0.1342 -0.1775
H -1.483 0.593 0.834 0.3491 0.0790 -0.0285
H -1.645 -1.129 0.640 0.0932 0.2282 -0.1184
H 0.244 -1.332 -0.788 -0.0160 0.1393 -0.0531
H 0.254 0.382 -1.218 -0.0794 -0.0732 0.1681
H 0.892 -0.786 1.527 0.1583 0.0227 -0.1236
H 2.659 -1.214 -0.191 0.0857 0.0690 0.0325
H 2.705 0.511 -0.609 -0.0861 -0.1231 0.1725
H 3.222 -0.019 1.004 0.0757 -0.0594 -0.1008
```
Forces are in eV/Å.

HOMO: -11.35 eV
Net charge: 0
Kohn-Sham gap: 12.296 eV
LUMO level: 0.95 eV



[3]
This record from the Open Molecules 2025 dataset describes a cluster of 2 separate species, C6H12O in total. The level of theory is ωB97M-V with the def2-TZVPD basis set.

The geometry in XYZ format:
```
19
Properties=species:S:1:pos:R:3:forces:R:3
C 1.092 -1.852 1.066 0.1912 -0.0487 0.1307
C 0.020 -1.461 0.079 0.2237 0.1636 -0.2107
C -0.859 -2.444 -0.385 -0.0847 0.3875 0.2988
C -0.766 1.945 -1.544 -0.0349 0.4905 -0.4972
C -0.856 0.500 -1.187 0.0472 0.1914 0.3727
C 0.020 -0.094 -0.303 -0.2824 -0.5408 0.0824
H 0.757 -1.698 2.097 -0.2055 0.0205 0.1490
H 1.323 -2.922 1.020 0.2229 0.0829 -0.2210
H 1.996 -1.232 0.970 0.0298 -0.3068 -0.1574
H -0.524 -3.463 -0.502 -0.0855 -0.3369 0.4317
H -1.883 -2.218 -0.669 0.2132 0.0687 -0.4402
H -0.565 2.607 -0.687 -0.0739 -0.0753 0.0951
H -1.695 2.298 -2.003 -0.1039 0.0301 0.1363
H 0.002 2.223 -2.295 0.0307 -0.2887 0.1433
H -1.729 -0.068 -1.471 -0.0623 0.0458 -0.3269
H 0.820 0.512 0.122 0.0466 0.1226 0.0238
H 0.987 1.848 2.410 -0.0420 -0.1766 -0.3072
H 1.094 2.793 1.188 -0.1887 -0.3417 0.2345
O 0.766 2.727 2.095 0.1585 0.5119 0.0623
```
Forces are in eV/Å.

HOMO (spin up / spin down): -0.09 / -2.20 eV
Net charge: -1
⟨S²⟩: 0.770
Kohn-Sham gap (spin up / spin down): 4.005 / 6.091 eV
Spin multiplicity: 2
LUMO level (spin up / spin down): 3.91 / 3.89 eV



[4]
This record from the Open Molecules 2025 dataset describes a cluster of 9 separate species, C21H36N6O9 in total. The level of theory is ωB97M-V with the def2-TZVPD basis set.

The geometry in XYZ format:
```
72
Properties=species:S:1:pos:R:3:forces:R:3
C -2.008 -7.082 3.945 0.4081 0.6268 0.1140
C -1.313 -5.810 3.667 -1.0883 -1.6908 -0.3574
N -0.780 -4.838 3.419 0.7500 1.3060 -0.2097
H -2.450 -6.917 4.928 -0.0046 -0.6527 0.0595
H -1.267 -7.880 3.906 -0.1142 -0.0266 0.4335
H -2.788 -7.345 3.230 0.0614 0.4526 -0.0615
C 1.852 -7.014 -1.945 1.3991 -1.7057 0.0552
C 2.466 -8.042 -2.831 -1.3989 0.9263 0.0250
N 2.903 -8.815 -3.549 0.4219 -0.4999 -0.2941
H 0.887 -6.617 -2.263 0.4871 0.1307 -0.2791
H 2.706 -6.349 -1.813 -0.6833 0.7825 0.2034
H 1.727 -7.571 -1.017 -0.2269 0.3696 0.2873
C -1.130 4.240 -1.505 -0.9042 -1.0525 -0.6314
C -2.228 3.776 -2.470 0.3489 0.7178 0.1123
N -3.078 3.526 -3.220 1.2154 0.2165 1.1031
H -1.494 4.149 -0.481 -0.2167 0.2515 -0.1078
H -0.774 5.250 -1.709 -0.3824 -0.0771 -0.1356
H -0.272 3.570 -1.544 -0.0960 -0.0770 -0.3475
C 4.976 1.802 -3.428 -0.2658 -0.0323 -0.2874
C 5.971 2.839 -3.559 1.5768 1.5459 0.6045
N 6.797 3.651 -3.608 -1.0865 -1.0024 -0.1085
H 4.728 1.557 -4.461 -0.3128 -0.5707 0.2099
H 4.085 2.156 -2.910 0.0568 0.1145 -0.1250
H 5.376 0.961 -2.862 0.0123 -0.0651 -0.3010
C -6.960 2.603 0.256 0.0408 0.2541 0.4725
C -5.662 1.903 0.283 3.2978 -2.2396 -0.3290
N -4.624 1.322 0.268 -4.0491 2.3535 0.1535
H -6.849 3.583 -0.208 0.0549 -0.1280 -0.1394
H -7.316 2.781 1.270 0.2608 -0.0124 0.1470
H -7.778 2.062 -0.220 0.4532 -0.2329 -0.3096
C 0.272 -1.533 -0.372 -0.6883 0.6640 -0.8415
C 0.524 -0.928 -1.732 0.5366 0.6290 -1.3338
N 0.733 -0.464 -2.790 -0.5501 -1.2252 2.8450
H 0.767 -2.496 -0.242 0.1101 0.2772 -0.0536
H -0.802 -1.668 -0.252 -0.0886 -0.3180 -0.3553
H 0.467 -0.833 0.440 0.6779 0.0000 -0.2323
C 5.092 0.620 3.452 -0.1950 0.5602 -0.5925
O 5.929 1.234 4.406 0.7742 -0.6171 0.7998
C 6.600 2.357 4.166 -1.6232 -0.0435 -2.3889
O 6.572 2.940 3.087 0.5694 -0.4602 1.7967
O 7.167 2.687 5.304 0.3508 -0.5162 -0.2195
C 7.867 3.887 5.328 0.8643 1.8370 0.6391
H 4.280 1.321 3.258 -0.5084 -0.4479 0.1739
H 4.831 -0.338 3.903 -0.3955 0.2964 -0.1287
H 5.520 0.444 2.465 0.6374 0.0411 0.1858
H 7.176 4.697 5.562 -0.0266 0.0705 0.0136
H 8.414 4.187 4.434 -0.2893 -0.5861 -0.3307
H 8.602 3.827 6.130 -0.1662 -0.1399 0.0551
C -5.731 -1.714 -11.170 -0.4909 -0.3495 -1.1329
O -4.413 -1.833 -10.644 0.1234 -0.1218 -1.3341
C -4.147 -1.368 -9.434 -1.9820 -0.3466 0.8628
O -4.960 -1.280 -8.555 -0.4797 0.4669 0.4004
O -2.891 -1.094 -9.333 2.8136 1.0277 0.1069
C -2.429 -0.204 -8.288 -0.5521 0.4929 0.7197
H -6.468 -2.429 -10.806 0.1762 0.3278 0.9043
H -5.701 -1.989 -12.224 0.7375 -0.1333 -0.0737
H -6.097 -0.689 -11.234 0.0420 0.0325 0.8444
H -2.747 -0.473 -7.281 0.0066 -0.6994 -0.1940
H -2.835 0.804 -8.380 -0.2563 -0.0485 -0.6373
H -1.346 -0.080 -8.300 -0.1424 -0.6489 -0.4544
C -0.156 0.611 5.999 -0.4615 -0.5894 -1.4596
O -0.494 1.108 7.293 -0.5715 0.7542 0.2461
C -1.452 2.091 7.406 -1.0771 0.4219 -3.8120
O -2.061 2.593 6.431 1.8898 -1.3013 2.9896
O -1.640 2.358 8.678 1.1851 -0.2655 0.7187
C -2.343 3.503 9.136 -0.9018 0.5692 -0.1969
H 0.597 -0.177 6.009 0.3617 0.4179 1.0745
H 0.162 1.336 5.249 0.0633 0.5890 0.5862
H -0.949 0.070 5.483 -0.7834 0.3020 0.4684
H -2.337 3.516 10.226 -0.1328 -0.7113 -0.1170
H -3.353 3.465 8.727 -0.0512 0.1106 0.2326
H -1.921 4.479 8.900 0.4787 -0.3009 -0.7319
```
Forces are in eV/Å.

HOMO: -10.40 eV
Net charge: 0
Kohn-Sham gap: 10.400 eV
LUMO level: 0.00 eV



[5]
This record from the Open Molecules 2025 dataset describes a structure of composition C32H66As3CaN7O4. The level of theory is ωB97M-V with the def2-TZVPD basis set.

The geometry in XYZ format:
```
113
Properties=species:S:1:pos:R:3:forces:R:3
Ca 0.172 -0.426 0.825 0.2902 -0.4090 -0.0307
C -1.510 -3.231 2.943 -0.0151 -0.0166 -0.0550
O -1.000 -1.909 2.768 0.0749 0.1982 0.0173
C -0.061 -1.525 3.758 0.3635 0.3187 0.2487
C 1.317 -2.125 3.528 -0.1139 -0.0384 -0.1162
O 1.637 -1.957 2.147 0.1120 -0.0240 0.0674
C 2.403 -3.026 1.583 0.0484 0.0877 -0.0125
C 2.255 -2.912 0.081 -0.0963 -0.0534 0.1380
O 0.871 -2.893 -0.252 0.0821 0.1701 0.0790
C 0.290 -4.196 -0.175 -0.0023 0.1424 0.0181
H -2.043 -3.306 3.892 0.0097 0.0035 0.0106
H -2.201 -3.421 2.126 0.0079 0.0098 0.0062
H -0.711 -3.975 2.914 -0.0014 0.0088 0.0037
H 0.016 -0.443 3.681 0.0101 0.0192 -0.0406
H -0.377 -1.719 4.789 -0.2506 -0.3016 -0.1391
H 2.050 -1.611 4.156 -0.0079 -0.0085 0.0265
H 1.348 -3.188 3.778 -0.0387 -0.0028 -0.0034
H 3.447 -2.957 1.900 0.0247 0.0088 -0.0655
H 2.005 -3.978 1.943 0.0588 0.0318 0.0069
H 2.687 -1.977 -0.280 -0.0144 0.0495 0.0172
H 2.768 -3.732 -0.428 0.0264 -0.0410 0.0321
H 0.769 -4.863 -0.893 0.0003 -0.0111 -0.0409
H 0.388 -4.617 0.829 -0.0400 -0.0248 -0.0488
H -0.763 -4.103 -0.412 -0.1093 0.0481 -0.0659
N 2.546 2.470 -0.580 -0.0894 -0.1104 -0.0301
C 3.590 2.251 -1.481 0.0558 -0.1100 0.0947
C 3.831 3.056 -2.561 0.0025 -0.0050 -0.0501
C 4.884 2.772 -3.456 0.0178 -0.0317 0.0087
C 5.699 1.695 -3.264 -0.0462 0.0260 0.0241
C 5.483 0.848 -2.150 0.0612 -0.0304 -0.0482
C 6.315 -0.258 -1.863 -0.0254 -0.0124 0.0321
C 6.076 -1.012 -0.750 -0.0304 0.0487 -0.0501
C 4.979 -0.674 0.064 0.0283 -0.0819 0.0686
N 4.160 0.323 -0.171 0.0145 0.1444 0.0279
C 4.419 1.106 -1.261 -0.1470 0.0540 0.0000
H 2.290 3.433 -0.431 0.0461 0.0115 -0.0557
H 2.695 1.951 0.271 0.0256 0.1487 0.0449
H 3.210 3.927 -2.731 -0.0069 -0.0058 0.0114
H 5.044 3.431 -4.299 0.0094 -0.0054 -0.0025
H 6.516 1.481 -3.940 -0.0013 0.0044 -0.0032
H 7.143 -0.481 -2.525 0.0052 -0.0071 0.0054
H 6.704 -1.851 -0.487 0.0062 0.0024 0.0014
H 4.783 -1.264 0.956 -0.0193 0.0251 -0.0164
C -3.346 -2.830 -0.763 0.0894 -0.0027 -0.0625
As -2.353 -1.154 -0.569 -0.4572 -0.1935 -0.3082
C -3.556 -0.343 0.751 0.0158 -0.0264 -0.0339
C -3.017 -0.076 -2.087 0.0852 0.0782 -0.1158
C -2.862 -0.383 -3.586 -0.0164 0.0191 -0.0836
C -3.211 -1.831 -3.926 0.1145 0.0218 -0.1287
C -1.485 0.015 -4.178 0.0281 0.0171 -0.0185
As 0.328 -0.783 -3.999 0.0101 -0.0236 -0.0725
C 0.860 0.028 -2.277 -0.1891 -0.1352 -0.0594
C 0.050 -2.608 -3.341 0.0312 -0.0473 -0.0304
C -3.840 0.551 -4.371 0.0219 -0.0390 0.1600
As -5.793 0.902 -4.112 0.0664 -0.0081 -0.0230
C -6.579 -0.700 -3.285 0.0558 0.0380 -0.0183
C -5.769 2.074 -2.520 0.0718 -0.0441 -0.0554
H -4.388 -2.624 -1.001 -0.0321 0.0405 -0.0178
H -3.308 -3.377 0.179 -0.0074 0.0135 0.0008
H -2.928 -3.453 -1.551 0.0159 0.0012 0.0741
H -4.585 -0.403 0.396 -0.0141 -0.0058 0.0117
H -3.289 0.702 0.902 -0.0021 -0.0003 0.0188
H -3.474 -0.875 1.698 0.0046 0.0127 0.0143
H -2.610 0.920 -1.901 0.0537 0.0370 0.0288
H -4.077 -0.020 -1.875 -0.3281 0.0054 0.0518
H -2.547 -2.539 -3.440 0.0707 -0.0152 0.0334
H -3.120 -1.992 -5.003 -0.0215 0.0205 0.0113
H -4.231 -2.077 -3.644 -0.1253 0.0262 0.0571
H -1.288 1.065 -3.927 -0.0313 -0.0019 0.0021
H -1.620 0.016 -5.263 0.0539 -0.0201 0.0159
H 1.298 1.011 -2.430 -0.0058 -0.0051 0.0196
H 1.603 -0.622 -1.810 0.0633 -0.0184 0.0545
H -0.041 0.130 -1.672 0.0125 0.0448 0.1136
H -0.448 -3.204 -4.103 0.0018 -0.0034 -0.0399
H -0.508 -2.657 -2.410 -0.0494 0.0179 0.0560
H 1.045 -3.027 -3.179 -0.0424 -0.0159 0.0262
H -3.777 0.249 -5.420 -0.0515 0.0037 0.0065
H -3.434 1.570 -4.353 -0.0517 0.0103 0.0218
H -6.620 -1.512 -4.009 0.0241 0.0035 -0.0185
H -7.605 -0.435 -3.027 0.0107 0.0036 -0.0050
H -6.077 -1.044 -2.383 0.0869 -0.0101 0.0852
H -4.964 2.803 -2.637 -0.0058 0.0052 -0.0125
H -5.655 1.549 -1.572 0.0396 -0.0741 0.0499
H -6.709 2.624 -2.496 -0.0001 -0.0158 0.0047
N -2.123 3.312 -0.479 -0.0491 -0.0826 -0.0798
C -1.077 2.735 0.131 0.2297 0.0307 0.1036
N -0.206 3.535 0.780 0.0394 0.0206 -0.0403
O -0.913 1.496 0.130 -0.1815 0.0825 -0.0130
H -2.219 4.309 -0.556 -0.0092 -0.0046 0.0046
H -2.764 2.728 -0.990 -0.0191 0.0269 -0.0038
H -0.379 4.513 0.927 -0.0123 0.0188 -0.0035
H 0.500 3.065 1.329 0.0106 0.0148 -0.0446
C -1.190 1.883 3.496 -0.0111 -0.0634 -0.0410
N 0.085 1.928 4.188 -0.0160 0.0139 0.0486
C -0.036 1.893 5.642 0.0490 0.0585 -0.0123
C 1.265 1.714 3.542 0.0873 -0.0327 0.0132
N 1.293 1.111 2.369 0.0439 0.2524 0.0375
N 2.401 2.117 4.180 -0.0642 -0.0740 0.0454
C 3.690 1.601 3.743 -0.0185 0.0224 -0.0208
C 2.471 3.373 4.925 -0.0180 -0.0196 0.0045
H -1.782 2.761 3.761 -0.0048 -0.0107 0.0199
H -1.765 0.996 3.782 0.0041 -0.0190 0.0029
H -1.041 1.875 2.423 -0.0160 -0.0509 0.1128
H -0.750 1.113 5.919 -0.0087 0.0134 -0.0039
H -0.404 2.842 6.034 0.0113 0.0014 0.0078
H 0.917 1.661 6.105 0.0360 0.0096 -0.0107
H 2.244 1.180 2.016 0.0207 -0.1385 -0.0719
H 4.081 2.133 2.868 0.0000 -0.0005 -0.0003
H 3.614 0.541 3.508 0.0201 -0.0066 0.0050
H 4.402 1.723 4.557 0.0044 -0.0089 -0.0021
H 1.512 3.879 4.908 -0.0417 0.0102 0.0139
H 3.210 4.026 4.455 -0.0072 0.0027 0.0006
H 2.769 3.209 5.961 -0.0014 -0.0111 -0.0025
```
Forces are in eV/Å.

HOMO: -11.99 eV
Net charge: +2
Kohn-Sham gap: 7.953 eV
LUMO level: -4.04 eV



[6]
This record from the Open Molecules 2025 dataset describes a structure of composition AsF6H22O11. The level of theory is ωB97M-V with the def2-TZVPD basis set.

The geometry in XYZ format:
```
40
Properties=species:S:1:pos:R:3:forces:R:3
As 21.518 -25.508 23.087 -1.8418 -0.1115 1.1259
F 19.718 -25.332 23.054 1.9591 -0.5995 -0.2408
F 21.585 -26.025 21.404 0.4741 0.8551 0.8031
F 23.233 -25.661 23.294 -0.3800 0.3370 -0.5071
F 21.415 -25.001 24.782 0.2342 -0.3307 -1.3243
F 21.415 -27.275 23.356 -0.2424 1.2639 0.5167
F 21.579 -23.804 22.570 1.0336 -1.6018 0.3939
O 19.540 -22.610 25.719 -0.2117 -0.1007 0.4255
H 19.220 -22.238 24.897 -0.0429 0.0807 -0.3697
H 20.492 -22.529 25.664 0.2253 0.0502 -0.1249
O 26.050 -25.192 24.198 0.2710 0.2041 0.0676
H 26.399 -25.866 24.782 0.0770 -0.1316 0.1294
H 25.275 -25.593 23.805 -0.3256 -0.0324 -0.1842
O 20.545 -24.705 19.367 -0.1481 0.6581 -0.3795
H 21.063 -25.045 20.098 0.0042 -0.0072 0.0767
H 20.782 -25.263 18.626 -0.1937 -0.2247 -0.1287
O 23.901 -28.337 21.755 0.2164 0.1279 -0.2406
H 24.109 -29.089 22.310 0.0185 -0.2336 0.0479
H 23.335 -27.788 22.298 -0.2222 0.1474 0.2617
O 19.595 -22.270 22.084 -0.5521 0.6916 0.1376
H 20.357 -22.822 22.260 -0.1695 -0.6358 -0.1418
H 19.238 -22.609 21.264 -0.0855 -0.0881 -0.2644
O 23.846 -25.669 19.647 0.3383 0.2409 -0.1715
H 23.582 -26.194 20.402 0.0452 -0.2788 0.1560
H 23.094 -25.702 19.057 -0.1474 0.0007 -0.1074
O 21.461 -30.425 21.983 0.1425 -0.3111 -0.0331
H 20.547 -30.706 21.935 -0.1972 -0.0790 -0.0197
H 21.450 -29.674 22.577 0.0282 0.3778 0.1151
O 17.481 -26.161 21.581 -0.3930 -0.1819 -0.3622
H 18.326 -26.063 22.018 0.3832 0.2296 0.1592
H 16.964 -26.706 22.174 -0.1276 -0.0647 0.1494
O 21.698 -20.964 23.435 0.2903 0.3326 0.4652
H 21.070 -21.431 22.884 -0.3584 0.2956 -0.3082
H 22.363 -21.618 23.649 0.2358 -0.1380 -0.0026
O 21.293 -26.647 26.888 0.0775 -0.4746 0.4642
H 21.408 -25.963 26.227 -0.0172 0.1499 -0.3052
H 20.889 -26.198 27.630 -0.1102 0.0626 0.1457
O 20.392 -27.780 19.947 -0.1330 -0.3548 -0.4455
H 19.670 -28.305 20.293 -0.1931 -0.0703 -0.0465
H 20.770 -27.355 20.718 0.0381 -0.0553 0.0672
```
Forces are in eV/Å.

HOMO: -8.31 eV
Net charge: -1
Kohn-Sham gap: 10.555 eV
LUMO level: 2.25 eV



no.,largest force on an atom (eV/Å)
1,2.37
2,1.36
3,0.70
4,4.69
5,0.58
6,2.16